(1)
{"formula": "C6H8I2O6", "method": "ωB97M-V/def2-TZVPD", "homo_lumo_gap_ev": 9.670, "homo_energy_ha": -0.3446, "smiles": "O=C1O[C@@H]([C@@H](O)CO)[C@](O)(I)[C@@]1(O)I", "multiplicity": 1, "de_lowest_kj_mol": 114.4, "total_energy_ha": -1280.17993, "e_lumo_ha": 0.0108, "elements": ["H", "C", "C", "C", "O", "H", "H", "I", "C", "C", "H", "H", "H", "C", "O", "H", "I", "O", "O", "O", "O", "H"], "coordinates": [[-1.3226, 1.2950, 1.2361], [3.2200, -0.2480, -0.7328], [2.2599, -1.2820, -1.4353], [-0.3747, -0.0275, 0.4613], [2.1778, 0.2888, 1.5315], [-1.9646, 0.7909, -0.5621], [4.1172, 0.0780, -2.2029], [2.4107, 2.7360, -0.1747], [0.7266, 0.2435, -0.4572], [-1.6615, -0.2641, -0.2698], [-1.6454, -0.8681, -1.1237], [0.5752, 0.9581, -1.1726], [1.6311, 0.8862, 2.1903], [2.0494, 0.7083, 0.2722], [2.5700, -2.2507, -2.0717], [-2.4308, -1.5569, 0.9328], [4.5458, -1.3482, 0.5532], [1.0015, -0.9782, -1.2153], [3.8042, 0.6082, -1.5685], [-2.7059, -0.6866, 0.5659], [-0.4662, 1.0364, 1.4064], [-0.1511, -1.0429, 1.0266]], "forces_ev_per_a": [[-3.14, 1.71, 0.29], [-3.43, 0.29, 3.02], [1.24, 0.02, 0.37], [0.23, -3.12, 1.92], [-1.22, 1.65, 3.12], [0.05, -1.07, -0.29], [2.47, -2.74, -4.57], [-0.03, 0.76, 0.49], [3.09, -1.40, 0.64], [-1.28, 3.14, 0.78], [0.76, -0.87, -1.38], [-1.12, 1.88, -1.79], [1.32, -1.68, -2.03], [1.19, -2.58, -3.27], [0.27, 0.57, 0.06], [-0.48, 0.76, -0.23], [0.11, 0.09, -0.15], [-1.32, 0.47, 0.63], [-1.10, 2.86, 2.61], [0.15, -1.14, 0.96], [2.28, -1.52, -0.34], [-0.05, 1.89, -0.83]]}

=====

(2)
{"formula": "C27H28BN10Ru", "method": "ωB97M-V/def2-TZVPD", "homo_lumo_gap_ev": [7.732, 8.115], "total_charge": 2, "s_squared": 0.756, "homo_energy_ha": [-0.5304, -0.5336], "multiplicity": 2, "de_lowest_kj_mol": 268.0, "total_energy_ha": -1712.54114, "e_lumo_ha": [-0.2462, -0.2354], "elements": ["H", "H", "H", "N", "H", "H", "Ru", "B", "C", "H", "H", "C", "N", "C", "H", "C", "N", "H", "H", "C", "C", "N", "C", "H", "C", "N", "H", "C", "C", "H", "N", "H", "H", "C", "N", "N", "C", "H", "C", "C", "C", "H", "C", "C", "C", "H", "C", "H", "C", "H", "N", "C", "C", "C", "H", "N", "C", "H", "C", "H", "C", "H", "H", "H", "H", "C", "H"], "coordinates": [[1.2312, -0.7768, -3.2672], [0.6118, 1.2515, 2.7737], [2.4681, -2.8420, -1.6704], [-2.1822, -0.4840, 0.5073], [0.7288, 4.9196, -2.3791], [-1.5548, 5.1936, 1.3520], [-0.1164, 0.1242, -0.1063], [-2.7868, 1.3688, -1.0935], [-2.7970, -1.3774, 1.2789], [1.7432, -4.8121, -0.3127], [-0.6507, -1.9573, -3.3467], [1.2732, -4.1116, 0.3650], [-1.1035, 2.0295, 0.6454], [1.6157, 1.1752, 2.3774], [-2.6861, 1.7784, -3.8959], [-1.5505, 4.2002, 0.9390], [1.8842, -0.8329, -1.2756], [-1.6487, -0.3470, -5.2811], [-3.7626, 1.8513, -1.5673], [0.2430, -3.5804, 2.4576], [3.1164, -0.5422, -0.5253], [0.5378, -1.9007, 0.8032], [1.3238, 3.3146, -3.7026], [1.9865, 1.5056, -4.6624], [-4.3412, -0.2061, 0.2488], [-3.1301, 0.2303, -0.1262], [-0.1210, 3.0528, 2.2042], [1.5982, -2.2693, -1.3324], [1.6392, 1.9688, -3.7476], [0.5208, 3.4329, -0.4343], [-1.9127, 0.7447, -2.2251], [0.9085, -5.5513, 1.9106], [3.5592, -1.4814, -0.1803], [0.8094, -4.5185, 1.6049], [1.0614, 1.7191, -1.4497], [-1.2535, -0.4273, -2.0264], [-1.6172, -0.1574, -4.2223], [1.4028, 3.9301, -4.5887], [-2.1443, 0.9186, -3.5368], [2.6942, 1.7113, 3.0485], [4.0845, 0.8673, 1.2990], [-0.3086, -1.5041, 2.6369], [0.1208, -2.2787, 2.0132], [2.9539, 0.3349, 0.6924], [0.8094, 3.0325, -1.3951], [2.5544, 2.2252, 3.9886], [3.9553, 1.5696, 2.4841], [0.7934, -2.4381, -2.0474], [-2.3059, 3.7108, -0.1113], [-2.2462, -2.0756, 1.8848], [1.7432, 0.5151, 1.2188], [-1.0770, -0.9737, -3.2289], [1.9133, -0.2430, -2.6117], [1.1276, -2.7825, -0.0031], [5.0567, 0.7180, 0.8479], [-2.0078, 2.4148, -0.2782], [1.5128, 1.2050, -2.5959], [-5.2446, 0.2329, -0.1399], [-0.8086, 3.1055, 1.3768], [3.8531, -0.0758, -1.1823], [0.9358, 3.8646, -2.4887], [4.8260, 1.9874, 2.9711], [-0.0961, -3.8535, 3.4466], [2.9110, -0.3251, -3.0561], [-3.0332, 4.2049, -0.7341], [-4.1752, -1.2406, 1.1505], [-4.9413, -1.8096, 1.6461]], "forces_ev_per_a": [[0.08, -0.05, 0.02], [0.06, -0.05, 0.00], [-0.01, -0.02, -0.01], [1.54, 0.25, -0.05], [0.00, 0.00, -0.03], [-0.02, -0.01, 0.00], [0.43, -0.30, 0.89], [0.36, -0.20, 0.02], [0.00, -0.08, 0.06], [0.02, 0.01, 0.01], [0.09, 0.07, 0.02], [0.05, 0.04, 0.05], [0.55, -1.07, -1.11], [0.12, -0.03, 0.18], [-0.07, -0.05, 0.04], [0.03, -0.08, 0.08], [-0.50, -0.07, -0.07], [-0.04, -0.02, 0.02], [-0.06, 0.10, 0.01], [0.06, 0.05, -0.02], [-0.03, 0.16, 0.22], [-0.64, 0.45, -0.88], [0.02, 0.00, 0.04], [0.02, 0.01, 0.01], [-0.03, -0.24, 0.17], [-0.27, 0.02, 0.01], [0.02, 0.08, -0.14], [-0.04, -0.13, -0.04], [0.03, -0.01, 0.03], [-0.05, -0.03, -0.11], [-0.57, 0.05, -0.58], [-0.01, 0.00, 0.01], [0.00, -0.01, -0.03], [0.04, 0.00, -0.03], [-0.29, -0.72, 0.08], [0.43, 1.15, 1.18], [0.08, -0.08, 0.02], [0.01, -0.01, -0.01], [0.14, -0.11, 0.05], [0.02, -0.06, 0.00], [-0.06, -0.02, 0.09], [0.01, -0.03, -0.01], [0.16, -0.03, 0.19], [0.06, -0.11, -0.08], [0.07, 0.20, 0.03], [-0.03, 0.00, -0.01], [-0.01, -0.03, -0.03], [0.10, 0.04, -0.04], [0.14, 0.02, 0.08], [-0.10, 0.04, -0.08], [-1.62, 0.45, -0.31], [-0.12, -0.11, -0.10], [0.04, 0.07, -0.14], [0.11, -0.22, 0.17], [-0.01, -0.01, -0.01], [-0.32, 0.49, 0.13], [0.08, 0.20, -0.12], [0.07, 0.07, -0.06], [-0.06, 0.08, 0.29], [0.00, -0.04, -0.03], [0.02, -0.06, 0.04], [0.00, 0.01, -0.01], [-0.01, 0.02, 0.01], [0.01, -0.04, -0.01], [-0.05, -0.08, 0.01], [-0.04, 0.10, -0.07], [0.01, -0.01, -0.01]]}

=====

(3)
{"formula": "C4H8N2O", "method": "ωB97M-V/def2-TZVPD", "homo_lumo_gap_ev": 10.315, "homo_energy_ha": -0.3394, "smiles": "O=C1CN2C[C@@H]2N1.[H][H]", "multiplicity": 1, "de_lowest_kj_mol": 264.4, "total_energy_ha": -341.90296, "e_lumo_ha": 0.0397, "elements": ["C", "H", "H", "H", "C", "O", "H", "H", "C", "H", "H", "N", "C", "H", "N"], "coordinates": [[-1.4065, 0.0158, 0.2888], [1.5258, 1.0875, 1.6713], [-1.0209, -0.6803, -2.5289], [-1.3410, -1.0648, 0.4146], [-0.3732, 0.6231, -0.5848], [2.4403, -1.2555, 0.3413], [-0.5740, 1.4639, -1.2452], [0.6467, -0.3314, 2.2559], [1.4848, -0.5146, 0.2628], [-1.2561, -0.3612, -3.1560], [-2.4104, 0.4297, 0.3503], [-0.3732, 0.8945, 0.8384], [0.8366, 0.2902, 1.3819], [0.9441, -0.7356, -1.7089], [0.7684, -0.2114, -0.8642]], "forces_ev_per_a": [[-0.18, -0.18, -0.01], [-0.03, -0.06, 0.08], [-0.18, -0.05, -0.19], [0.10, 0.15, 0.10], [0.03, 0.09, -0.16], [-0.31, 0.14, -0.07], [0.11, -0.28, -0.04], [-0.03, -0.02, -0.04], [0.08, -0.02, 0.02], [0.01, -0.06, -0.04], [0.19, -0.05, -0.05], [0.10, 0.14, 0.08], [0.12, -0.05, 0.24], [-0.16, 0.25, 0.03], [0.15, 0.00, 0.06]]}

=====

(4)
{"formula": "C10H16N2O2", "method": "ωB97M-V/def2-TZVPD", "homo_lumo_gap_ev": 6.858, "homo_energy_ha": -0.2402, "multiplicity": 1, "de_lowest_kj_mol": 600.9, "total_energy_ha": -650.41939, "e_lumo_ha": 0.0119, "elements": ["N", "H", "H", "H", "H", "C", "H", "C", "H", "H", "C", "C", "C", "C", "C", "C", "H", "N", "C", "H", "H", "H", "H", "H", "C", "O", "H", "H", "H", "O"], "coordinates": [[2.4229, 0.5306, 0.2045], [-2.2391, 1.8759, -1.4405], [-1.4519, -3.0183, -0.7894], [-2.4019, 2.4009, 0.2779], [-0.6559, 1.4909, -1.5545], [3.7095, 1.3145, 0.2544], [-0.0767, -3.6789, -0.1086], [-2.7811, -0.4258, 0.3894], [-1.2536, -2.7888, 0.9315], [-2.7820, -1.2627, -0.1610], [2.6194, -0.9540, -0.0299], [-0.6923, -2.7238, -0.0482], [0.1137, -1.4791, 0.0081], [-0.3355, -0.2343, 0.2742], [1.3427, 1.2333, 0.0793], [1.5157, -1.7979, -0.1316], [-1.8064, 0.2316, -2.0475], [-1.5573, 0.5356, 0.0842], [-1.6371, 1.0073, -1.3485], [4.3838, 0.9509, -0.4819], [4.1257, 1.1369, 1.2186], [-0.6225, 2.3322, 0.7449], [-2.7765, -0.6866, 1.4690], [-3.7468, 0.0285, 0.2781], [-1.6692, 1.8038, 0.8189], [1.0872, 2.3859, -0.2241], [3.4230, 2.2847, 0.0401], [-1.9076, 1.5669, 1.8969], [1.8872, -2.7564, -0.3239], [3.7627, -1.3037, -0.2803]], "forces_ev_per_a": [[2.22, -0.48, 0.07], [-1.48, 0.13, -0.19], [0.08, 1.25, -0.32], [-0.16, 0.01, 0.81], [-0.31, -0.85, 0.14], [-1.18, -2.07, -0.06], [-0.23, 1.49, 0.39], [0.52, 3.49, 3.16], [0.53, -0.17, -0.86], [0.66, -2.84, -2.20], [-0.48, 0.63, -0.85], [-1.38, -3.06, 1.40], [1.35, -0.64, -0.88], [3.71, 3.80, 0.29], [-4.20, -1.87, -0.87], [-1.20, 2.11, 0.82], [-0.33, -0.83, -0.44], [-2.22, -2.40, -1.62], [2.34, 0.86, 0.06], [0.44, -0.39, -0.61], [0.42, 0.27, 0.72], [-2.24, -1.02, 0.19], [0.63, 0.13, -0.67], [-0.24, 0.98, -0.54], [2.11, 0.69, 2.07], [0.62, -0.89, 0.81], [-0.16, 2.12, -0.02], [0.13, 0.52, -1.22], [-0.28, -1.51, -0.18], [0.33, 0.56, 0.62]]}

=====

(5)
{"formula": "C5H14N3", "method": "ωB97M-V/def2-TZVPD", "homo_lumo_gap_ev": 9.560, "total_charge": 1, "homo_energy_ha": -0.4531, "multiplicity": 1, "de_lowest_kj_mol": 175.4, "total_energy_ha": -362.91235, "e_lumo_ha": -0.1017, "elements": ["H", "H", "H", "H", "C", "N", "N", "H", "C", "H", "N", "H", "H", "C", "H", "C", "H", "H", "H", "C", "H", "H"], "coordinates": [[-0.9244, 0.0460, -2.4716], [0.2224, 0.2664, 0.0868], [1.6349, -1.4546, 3.2360], [0.3678, 2.7030, -1.5435], [0.1686, -1.3490, 1.6741], [-0.0256, 1.3025, -3.8473], [-0.4812, 1.2485, -0.1555], [-1.4597, -2.4557, 2.3065], [-0.1785, 1.7772, -1.4868], [-0.3522, 1.9389, 0.5766], [0.9013, -0.8422, 0.5255], [0.4086, 2.2111, -3.9456], [0.9554, -1.5196, -0.2341], [0.7096, -0.9275, 2.9988], [0.9587, 0.1358, 3.0255], [-0.4148, 0.9996, -2.5478], [-0.7727, 1.1655, -4.5118], [-1.1679, -2.4035, 0.4468], [1.8641, -0.6103, 0.7512], [-0.9173, -2.0843, 1.4484], [-1.4589, 0.9764, -0.0946], [-0.0382, -1.1240, 3.7626]], "forces_ev_per_a": [[-0.13, 0.00, 0.21], [-0.35, 0.49, 0.30], [-0.05, -0.15, 0.02], [-0.07, 0.16, 0.12], [-0.20, -0.15, -0.54], [-0.21, 0.05, 0.55], [0.10, -0.23, -0.07], [-0.22, -0.05, -0.22], [0.11, -0.78, -0.14], [0.12, 0.15, -0.05], [0.47, -0.22, -0.27], [-0.08, -0.06, -0.12], [-0.16, -0.01, 0.13], [-0.14, 0.11, -0.01], [-0.12, 0.06, -0.06], [0.21, 0.63, -0.45], [0.17, -0.08, -0.24], [-0.25, -0.02, 0.02], [0.01, 0.04, 0.14], [0.72, 0.17, 0.53], [-0.08, -0.07, 0.00], [0.15, -0.03, 0.13]]}